Record 1
Below is 9 unconnected molecules or ions with the total composition C38H59N9 in a non-equilibrium geometry, with properties calculated with wB97M-V/def2-TZVPD.

```
106
Properties=species:S:1:pos:R:3:lowdin_charge:R:1
C 9.68818 4.01469 -12.58922 -0.06
C 10.93232 4.58390 -12.40692 -0.08
C 11.84946 4.50490 -13.42806 -0.17
N 11.71403 3.71004 -14.50067 0.07
C 10.50838 3.11245 -14.63633 -0.15
C 9.44228 3.30553 -13.76818 -0.07
H 8.93566 4.13430 -11.82063 0.11
H 11.14981 4.98621 -11.42724 0.10
H 12.87281 4.69710 -13.11440 0.10
H 10.46579 2.50194 -15.52916 0.09
H 8.50966 2.77733 -13.90833 0.10
C 16.05168 10.55321 -20.70789 -0.08
C 15.55253 9.27676 -20.54275 -0.07
C 15.24178 8.81722 -19.26914 -0.13
N 15.23104 9.63000 -18.19831 0.05
C 15.77147 10.82553 -18.35595 -0.17
C 16.06960 11.40518 -19.59792 -0.06
H 16.40676 10.87653 -21.67764 0.10
H 15.41386 8.65468 -21.41772 0.10
H 14.81610 7.83682 -19.10166 0.08
H 15.82252 11.54388 -17.54078 0.10
H 16.37514 12.43244 -19.73065 0.10
C 14.42263 10.45232 -10.42439 -0.12
C 15.52140 9.74843 -11.17204 -0.25
C 15.01534 8.78452 -12.25190 -0.18
C 13.90198 7.93889 -11.83807 -0.24
N 12.96412 7.36891 -11.50488 0.18
H 13.66999 10.96847 -11.03489 0.08
H 14.80425 11.16896 -9.70105 0.08
H 13.73947 9.71751 -9.98063 0.07
H 16.19141 9.24916 -10.46658 0.11
H 16.21086 10.49646 -11.57661 0.11
H 15.81570 8.06700 -12.46237 0.11
H 14.71877 9.28584 -13.17372 0.11
C 15.76090 5.88092 -14.84018 -0.11
C 16.30308 5.07761 -13.66274 -0.25
C 16.89251 3.72884 -14.10060 -0.19
C 17.10762 2.64391 -13.16158 -0.24
N 17.30970 1.76530 -12.45020 0.13
H 16.38528 6.11284 -15.69544 0.08
H 15.41478 6.79264 -14.33696 0.04
H 14.79751 5.47652 -15.16129 0.05
H 15.49343 4.95606 -12.94104 0.10
H 17.05166 5.66147 -13.11919 0.10
H 17.72646 3.80523 -14.79779 0.13
H 16.09464 3.28884 -14.72191 0.12
C 7.91791 14.66101 -16.88299 -0.10
C 8.93041 14.07305 -15.89941 -0.27
C 8.54824 12.79108 -15.15661 -0.18
C 8.46724 11.61693 -16.00782 -0.23
N 8.43735 10.69587 -16.69058 0.17
H 6.88718 14.43747 -16.58102 0.07
H 7.96572 14.25937 -17.89446 0.08
H 7.95615 15.74882 -16.93595 0.07
H 9.41042 14.73904 -15.18527 0.10
H 9.75766 13.78877 -16.55825 0.07
H 7.52814 12.85393 -14.75679 0.12
H 9.25886 12.63217 -14.34789 0.12
C 12.35667 7.55637 -15.17764 -0.10
C 11.86974 8.98987 -15.05755 -0.24
C 12.76344 9.87652 -15.95786 -0.20
C 12.33071 11.25648 -16.17241 -0.19
N 12.01784 12.33673 -16.39465 0.18
H 13.43464 7.53654 -15.02229 0.05
H 12.20723 7.15775 -16.18542 0.07
H 11.77780 6.92183 -14.50967 0.06
H 11.95267 9.44280 -14.06360 0.10
H 10.83830 9.16483 -15.37443 0.09
H 12.75055 9.31963 -16.89661 0.11
H 13.77533 9.90832 -15.55333 0.11
C 13.59214 15.81215 -16.31369 -0.10
C 12.05867 15.90211 -16.14033 -0.26
C 11.27962 15.91074 -17.46997 -0.20
C 11.79859 16.79783 -18.50840 -0.24
N 12.20493 17.42883 -19.37988 0.14
H 14.13884 15.70993 -15.38018 0.07
H 13.99125 16.69335 -16.81500 0.07
H 13.72943 14.93884 -16.95492 0.07
H 11.82859 16.88980 -15.72706 0.11
H 11.71538 15.12402 -15.46762 0.08
H 10.22614 16.16794 -17.38365 0.10
H 11.41824 14.91874 -17.91534 0.11
C 8.44545 5.31835 -16.87212 -0.09
C 9.22951 6.61548 -17.14510 -0.25
C 8.50879 7.44502 -18.19956 -0.20
C 9.44795 8.29809 -18.98351 -0.24
N 10.20899 8.85880 -19.62777 0.13
H 7.37001 5.49596 -16.92745 0.08
H 8.75992 4.71110 -16.02769 0.04
H 8.64992 4.64801 -17.71544 0.06
H 10.18504 6.22430 -17.50318 0.09
H 9.46393 7.20077 -16.25683 0.10
H 7.58070 7.92351 -17.89142 0.11
H 8.09285 6.78892 -18.97634 0.12
C 10.73522 2.40612 -18.41093 -0.11
C 11.87825 3.33505 -18.76932 -0.26
C 12.55508 3.98006 -17.57492 -0.20
C 13.80757 4.67194 -17.88750 -0.21
N 14.77724 5.27029 -18.01733 0.16
H 10.01885 2.95037 -17.79008 0.04
H 11.09576 1.55772 -17.82127 0.08
H 10.20768 2.01827 -19.27933 0.08
H 11.42370 4.13335 -19.37000 0.11
H 12.55835 2.83943 -19.46437 0.11
H 12.84501 3.23923 -16.82047 0.11
H 11.87812 4.61752 -17.00500 0.09
```

energy relative to the best compared isomer or geometry (same formula, charge and spin): 0.0 kcal/mol
HOMO-LUMO gap: 9.81 eV
total energy: -53770.555 eV
SMILES: c1ccncc1.c1ccncc1.CCCC#N.CCCC#N.CCCC#N.CCCC#N.CCCC#N.CCCC#N.CCCC#N
E_HOMO: -0.3489 Ha
multiplicity: 1


Record 2
Below is 2 unconnected molecules or ions with the total composition C3H10N2 in a non-equilibrium geometry, with properties calculated with wB97M-V/def2-TZVPD.

```
15
Properties=species:S:1:pos:R:3:lowdin_charge:R:1
H -0.91244 -0.35808 -3.37041 -0.04
N -0.24738 0.16389 -2.94237 0.06
C 0.08546 -0.58803 -1.91894 -0.34
N 0.96259 -0.23020 -0.92343 0.04
H -0.31051 -1.55531 -1.62386 0.12
H 1.04497 -0.94351 -0.25608 0.05
H 1.43247 0.65595 -0.85299 0.10
C -0.06260 0.95089 1.13959 -0.21
C -0.46578 -0.36184 1.80099 -0.14
H -0.30624 1.73331 1.86493 0.06
H 0.99463 1.17647 1.05080 0.05
H -0.54886 1.36289 0.21916 0.09
H 0.02493 -0.50457 2.72832 0.06
H -0.12642 -1.15024 1.17233 0.02
H -1.56481 -0.35162 1.91196 0.09
```

energy relative to the best compared isomer or geometry (same formula, charge and spin): 30.1 kcal/mol
HOMO-LUMO gap: 9.98 eV
total energy: -6252.124 eV
SMILES: [H]/N=C/N.CC
E_HOMO: -0.3315 Ha
multiplicity: 1


Record 3
Below is 2 unconnected molecules or ions with the total composition C9H14O in a non-equilibrium geometry, with properties calculated with wB97M-V/def2-TZVPD.

```
24
Properties=species:S:1:pos:R:3:lowdin_charge:R:1
C -1.46594 2.27586 -1.13672 -0.05
C -0.52833 1.66953 -0.14497 -0.29
C 0.78086 1.30777 -0.42425 -0.06
C 1.55843 0.54786 0.42987 -0.08
C 1.11231 0.19056 1.66127 -0.35
O 1.68409 -0.56227 2.68326 0.04
C -0.11824 0.70796 2.09122 -0.01
C -0.94965 1.33673 1.15362 -0.04
H -1.42441 1.88602 -2.14386 0.07
H -1.21341 3.33861 -1.19953 0.08
H -2.49337 2.29548 -0.77945 0.08
H 1.08126 1.39473 -1.46230 0.12
H 2.59187 0.37831 0.08988 0.13
H 2.59393 -0.74434 2.43442 0.10
H -0.46187 0.53809 3.10839 0.12
H -1.86011 1.78006 1.54810 0.11
C 0.27615 -2.20083 -0.32596 -0.17
C -0.54223 -2.38387 -1.58718 -0.17
H 1.32817 -2.24055 -0.58948 0.07
H -0.03307 -1.28880 0.15838 0.03
H 0.27752 -3.03595 0.39667 0.08
H -1.63563 -2.31797 -1.57663 0.06
H -0.33501 -3.31769 -2.13800 0.06
H -0.22334 -1.55528 -2.24675 0.06
```

energy relative to the best compared isomer or geometry (same formula, charge and spin): 19.3 kcal/mol
HOMO-LUMO gap: 9.37 eV
total energy: -11606.799 eV
SMILES: Cc1ccc(O)cc1.CC
E_HOMO: -0.3118 Ha
multiplicity: 1


Record 4
Below is a molecular structure, C5H8BrCl2O2PS in a non-equilibrium geometry, with properties calculated with wB97M-V/def2-TZVPD.

```
20
Properties=species:S:1:pos:R:3:lowdin_charge:R:1
C 0.48602 -0.18092 1.86575 -0.59
C 0.67673 1.09458 2.61533 0.04
C -1.69130 1.12519 -1.03479 -0.16
C -1.51187 -0.33649 -0.94201 -0.58
C 0.26979 -0.82019 -0.35982 -0.45
O 0.28925 -1.28412 2.30578 0.12
O 0.60325 0.14635 0.62653 -0.09
P 1.61284 -1.08338 -1.54606 -0.42
S 3.38414 -0.98565 -0.68978 0.18
Cl 1.32225 -2.90229 -2.35274 0.28
Cl 1.43073 0.28793 -2.95796 0.33
Br -1.58605 -1.34925 -2.60830 0.64
H -0.19401 1.48667 3.22742 0.12
H 0.91601 1.85604 1.82866 0.11
H 1.44441 1.03610 3.25250 0.04
H -1.50987 1.74491 -0.14230 0.10
H -2.69571 1.34302 -1.20315 0.06
H -1.30388 1.67677 -1.85383 0.07
H -1.91005 -1.04637 -0.19143 0.08
H -0.03269 -1.80892 0.16020 0.13
```

energy relative to the best compared isomer or geometry (same formula, charge and spin): 27.1 kcal/mol
HOMO-LUMO gap: 9.36 eV
total energy: -124620.955 eV
E_HOMO: -0.3347 Ha
multiplicity: 1


- What is the multiplicity in the second record?
  1